No. 1
{"formula": "C41H54BClI2N3O4P2Ti", "method": "wB97M-V/def2-TZVPD", "spin_multiplicity": 1, "total_charge": -1, "fmax_ha_per_bohr": 0.016, "symbols": ["Ti", "C", "C", "C", "C", "P", "C", "N", "B", "N", "C", "P", "C", "C", "C", "C", "C", "C", "C", "C", "C", "C", "C", "C", "C", "C", "C", "C", "C", "C", "H", "H", "H", "H", "H", "H", "H", "H", "H", "H", "H", "H", "H", "H", "H", "H", "H", "H", "H", "H", "H", "H", "H", "H", "H", "H", "H", "H", "H", "H", "H", "H", "H", "H", "H", "H", "H", "H", "H", "H", "H", "H", "H", "H", "O", "C", "O", "C", "C", "C", "C", "C", "C", "C", "C", "C", "N", "H", "H", "H", "H", "H", "H", "I", "I", "Cl", "C", "C", "C", "C", "C", "C", "C", "O", "O", "H", "H", "H", "H"], "xyz": [[-0.88, 0.24, -0.12], [-1.77, -3.22, -3.18], [-0.36, -3.79, -3.27], [-0.34, -5.03, -2.37], [-0.10, -4.20, -4.72], [0.79, -2.50, -2.51], [0.32, -0.96, -3.46], [0.93, 0.23, -2.88], [0.87, 0.73, -1.52], [1.87, 1.77, -1.44], [2.43, 2.54, -0.35], [2.16, 1.89, 1.37], [2.57, 3.48, 2.33], [3.77, 4.31, 1.84], [1.32, 4.37, 2.24], [2.78, 3.12, 3.80], [3.59, 0.68, 1.57], [3.53, -0.28, 0.37], [3.31, -0.16, 2.83], [5.01, 1.25, 1.63], [2.44, 1.92, -2.70], [3.41, 2.80, -3.14], [3.80, 2.76, -4.48], [3.21, 1.86, -5.36], [2.23, 0.97, -4.92], [1.86, 0.99, -3.59], [2.57, -2.86, -3.07], [2.92, -2.59, -4.53], [2.94, -4.30, -2.73], [3.45, -1.95, -2.19], [-2.50, -4.03, -3.30], [-1.98, -2.49, -3.96], [-1.95, -2.75, -2.21], [-1.04, -5.78, -2.76], [-0.65, -4.77, -1.35], [0.64, -5.50, -2.30], [-0.92, -4.83, -5.07], [0.82, -4.77, -4.83], [-0.04, -3.33, -5.38], [-0.76, -0.86, -3.43], [0.59, -1.03, -4.51], [2.04, 3.56, -0.37], [3.51, 2.61, -0.52], [3.74, 4.50, 0.77], [4.72, 3.85, 2.08], [3.73, 5.28, 2.34], [1.21, 4.84, 1.26], [1.41, 5.18, 2.98], [0.40, 3.85, 2.46], [3.68, 2.53, 3.96], [1.92, 2.57, 4.20], [2.88, 4.04, 4.38], [2.54, -0.73, 0.26], [4.25, -1.08, 0.53], [3.79, 0.23, -0.57], [2.35, -0.66, 2.75], [3.32, 0.44, 3.74], [4.09, -0.93, 2.92], [5.22, 1.92, 0.80], [5.73, 0.43, 1.58], [5.19, 1.79, 2.56], [3.85, 3.53, -2.47], [4.55, 3.45, -4.83], [3.50, 1.86, -6.40], [1.76, 0.30, -5.63], [2.38, -3.24, -5.22], [3.99, -2.76, -4.67], [2.73, -1.55, -4.81], [2.46, -5.02, -3.39], [2.68, -4.55, -1.70], [4.02, -4.43, -2.84], [3.28, -0.89, -2.38], [4.50, -2.16, -2.41], [3.27, -2.14, -1.13], [0.26, -2.40, 2.71], [-0.39, -1.59, 2.11], [0.07, -0.74, 1.22], [-1.89, -1.46, 2.33], [-2.52, -2.24, 3.31], [-3.86, -2.10, 3.48], [-4.57, -1.16, 2.69], [-5.97, -0.98, 2.80], [-6.61, -0.06, 2.02], [-5.88, 0.71, 1.09], [-4.53, 0.55, 0.95], [-3.85, -0.40, 1.74], [-2.50, -0.59, 1.57], [-1.92, -2.93, 3.89], [-4.41, -2.69, 4.21], [-6.52, -1.57, 3.52], [-7.68, 0.08, 2.10], [-6.39, 1.45, 0.49], [-3.96, 1.15, 0.25], [-1.49, 2.67, 0.46], [-2.53, 5.92, 1.94], [-8.06, -3.06, -0.47], [-6.60, -2.31, -1.03], [-6.66, -1.39, -2.06], [-5.49, -0.79, -2.49], [-4.27, -1.08, -1.88], [-4.24, -2.01, -0.85], [-5.40, -2.64, -0.43], [-3.05, -0.36, -2.36], [-2.97, 0.03, -3.50], [-2.10, -0.16, -1.47], [-7.61, -1.15, -2.52], [-5.50, -0.07, -3.30], [-3.30, -2.25, -0.37], [-5.37, -3.37, 0.38]], "mulliken_charge": [-0.6308, -2.3626, 2.7703, -1.9376, -2.0261, 0.0961, -0.7439, 0.4107, 1.7965, 0.8780, -1.7770, 0.4217, 2.0461, -1.8313, -1.7697, -1.9925, 2.4277, -2.4350, -1.7811, -1.9948, 0.6284, -0.6695, -0.9087, -1.0156, -0.9309, 0.5834, 2.5362, -1.8712, -2.2351, -2.3117, 0.6418, 0.3815, 0.0814, 0.5501, 0.2723, 0.3506, 0.4958, 0.3729, 0.2840, -0.3200, 0.3361, 0.8051, 0.4099, 0.2248, 0.3055, 0.5669, 0.3289, 0.4886, 0.2186, 0.3298, 0.3600, 0.5354, 0.0076, 0.8239, 0.3957, 0.0530, 0.4073, 0.4478, 0.2805, 0.4319, 0.4322, 0.5517, 0.3890, 0.3939, 0.4921, 0.2626, 0.5629, 0.2985, 0.3824, 0.4027, 0.5339, 0.0794, 0.6208, 0.4924, -0.6617, -0.0454, -0.2297, 0.6971, -0.9991, -0.9087, 1.4140, -0.8010, -0.6909, -0.8085, -0.5660, -0.1172, 0.4431, 0.5705, 0.4252, 0.4102, 0.4150, 0.4982, 0.0787, -0.3117, -0.8312, -0.2447, 0.3078, -0.7920, -0.5626, 0.7645, 0.7253, -1.4195, -0.5210, -0.6560, 1.3925, 0.4529, 0.5047, 0.4876, 0.4469]}

No. 2
{"formula": "C41H54ClKN6O11P2S", "method": "wB97M-V/def2-TZVPD", "spin_multiplicity": 1, "total_charge": -2, "fmax_ha_per_bohr": 0.065, "symbols": ["K", "N", "C", "S", "N", "N", "C", "C", "C", "C", "C", "C", "C", "C", "C", "C", "C", "C", "N", "H", "H", "H", "H", "H", "H", "H", "H", "H", "H", "H", "C", "C", "C", "O", "P", "O", "C", "P", "O", "O", "C", "C", "C", "O", "C", "C", "C", "O", "C", "C", "C", "H", "H", "H", "H", "H", "H", "H", "H", "H", "H", "H", "H", "H", "H", "H", "H", "H", "H", "H", "H", "H", "H", "H", "H", "H", "H", "H", "H", "H", "H", "O", "N", "N", "O", "C", "C", "C", "C", "C", "C", "H", "H", "H", "H", "H", "C", "C", "C", "C", "Cl", "C", "C", "C", "O", "C", "C", "O", "O", "H", "H", "H", "H", "H", "H", "H", "H"], "xyz": [[0.06, 0.01, 0.22], [-0.36, 2.80, 4.45], [-0.85, 2.41, 3.24], [-0.12, 3.29, 1.85], [-1.75, 1.48, 3.34], [-2.16, 0.77, 2.24], [-3.23, 0.02, 2.52], [-3.87, 0.00, 3.86], [-4.24, -1.23, 4.37], [-5.04, -1.37, 5.48], [-5.48, -0.19, 6.13], [-5.08, 1.05, 5.66], [-4.24, 1.13, 4.54], [-3.77, -0.83, 1.38], [-5.12, -1.02, 1.20], [-5.55, -1.61, 0.04], [-4.70, -2.05, -0.96], [-3.36, -1.92, -0.68], [-2.94, -1.31, 0.46], [0.38, 3.45, 4.33], [-0.35, 2.12, 5.19], [-3.87, -2.03, 3.81], [-5.37, -2.30, 5.94], [-6.06, -0.35, 7.01], [-5.45, 1.94, 6.18], [-3.97, 2.12, 4.12], [-5.77, -0.68, 1.99], [-6.62, -1.59, -0.28], [-5.14, -2.52, -1.92], [-2.61, -2.31, -1.35], [-4.12, 2.07, -1.07], [-2.99, 3.06, -0.76], [-3.47, 4.39, -0.31], [-2.22, 3.34, -1.92], [-1.04, 2.45, -2.40], [-1.16, 1.00, -2.23], [0.45, 3.13, -1.68], [1.99, 2.25, -1.95], [2.14, 0.92, -1.36], [2.14, 2.22, -3.57], [1.66, 1.08, -4.32], [1.40, 1.71, -5.69], [2.74, -0.01, -4.29], [3.16, 3.36, -1.66], [2.87, 4.62, -1.07], [3.08, 5.64, -2.21], [3.87, 4.85, 0.06], [-0.91, 2.94, -3.94], [-1.88, 3.30, -4.90], [-1.83, 4.78, -4.94], [-3.22, 2.64, -4.66], [-4.85, 2.04, -0.31], [-3.74, 1.06, -1.25], [-4.65, 2.40, -2.01], [-2.38, 2.67, 0.06], [-4.06, 4.82, -1.03], [-2.70, 5.06, 0.07], [-4.15, 4.13, 0.51], [0.35, 3.22, -0.58], [0.46, 4.20, -1.96], [0.73, 0.77, -3.85], [2.35, 2.00, -6.13], [0.72, 2.58, -5.73], [1.07, 0.95, -6.40], [3.66, 0.44, -4.61], [2.43, -0.83, -4.95], [2.90, -0.28, -3.22], [1.86, 4.74, -0.63], [3.99, 5.34, -2.73], [2.99, 6.72, -1.99], [2.38, 5.35, -2.99], [4.88, 4.71, -0.30], [3.59, 4.14, 0.86], [3.72, 5.87, 0.45], [-1.47, 2.83, -5.87], [-2.18, 5.14, -3.96], [-2.52, 5.17, -5.67], [-0.87, 5.19, -5.26], [-3.68, 3.01, -3.76], [-3.12, 1.56, -4.58], [-3.88, 2.82, -5.50], [-2.15, -4.23, -2.78], [-0.99, -4.65, -2.54], [-0.04, -3.73, -2.57], [-0.23, -2.44, -2.52], [1.25, -4.24, -2.49], [2.32, -3.34, -2.41], [3.59, -3.84, -2.45], [3.85, -5.17, -2.43], [2.80, -6.06, -2.55], [1.50, -5.62, -2.56], [2.19, -2.28, -2.54], [4.49, -3.16, -2.45], [4.90, -5.42, -2.44], [2.92, -7.15, -2.55], [0.68, -6.29, -2.72], [6.28, -4.06, 5.43], [4.95, -4.73, 5.23], [4.63, -5.87, 5.94], [3.45, -6.48, 5.67], [2.97, -8.00, 6.49], [2.52, -5.87, 4.85], [2.79, -4.73, 4.11], [4.06, -4.17, 4.29], [4.51, -3.18, 3.51], [3.71, -2.72, 2.48], [2.45, -1.90, 2.88], [2.26, -1.79, 4.10], [1.79, -1.51, 1.91], [7.03, -4.78, 5.80], [6.22, -3.26, 6.19], [6.70, -3.71, 4.44], [5.33, -6.35, 6.69], [1.52, -6.31, 4.73], [2.11, -4.24, 3.42], [3.57, -3.63, 1.80], [4.24, -1.95, 1.91]], "mulliken_charge": [0.8899, -0.5095, 0.2725, -0.5391, -0.8843, 0.6089, 0.2003, -0.0440, -0.1179, -0.7756, -0.2926, -0.8260, -0.0052, -0.0042, -0.4781, -0.4937, -0.3209, -0.3908, -0.0525, 0.2104, 0.2493, 0.6188, 0.3681, 0.3869, 0.3402, 0.3396, 0.5307, 0.2510, 0.3055, 0.2531, -1.3293, 1.8915, -1.9239, -0.0210, -1.0895, -0.4919, 0.6998, 1.3487, -0.9163, -0.4413, 1.5443, -1.6443, -1.3878, -0.4330, 1.1453, -1.2892, -1.5454, 0.5058, 0.7375, -1.4071, -1.3544, 0.6328, 0.0560, 0.2762, -0.4936, 0.4736, 0.3279, 0.4106, -0.8706, 0.3860, -0.0222, 0.4024, 0.1389, 0.3756, 0.3750, 0.4372, 0.1174, 0.0734, 0.3354, 0.3628, 0.2399, 0.3223, 0.3861, 0.3669, 0.3400, 0.1936, 0.4614, 0.2905, 0.0585, 0.3572, 0.5268, -0.6049, -0.4399, 0.7939, -0.6610, -0.1803, 0.1406, -0.0987, -0.6986, -0.4686, -0.4025, 0.2699, 0.2385, 0.3806, 0.2942, 0.4731, -1.3887, 0.9003, -0.5491, 0.1581, -0.2847, -0.7909, -0.5062, 0.5727, -0.4764, -0.5036, 0.4089, -0.7161, -0.6106, 0.3988, 0.2589, 0.2863, 0.2764, 0.3484, 0.5331, 0.4385, 0.1819]}

For reference, orbital gap by record: 4.9 5.3 eV.
For reference, ΔE to the lowest compared entry with this formula, charge and spin by record: 0.024 1.598 eV.